Entry 1:
104
Properties=species:S:1:pos:R:3 method="wB97M-V/def2-TZVPD" e_homo_ev="-6.9 / -6.9" s2=0.76 homo_lumo_gap_ev="7.2386 / 5.0701" max_force_ev_per_a=0.6 multiplicity=2
W -0.3231 0.0494 -1.2035
S 0.4448 -0.9766 2.2051
C 1.2749 0.3499 1.5393
N 1.1862 0.8115 0.3060
C 1.9618 1.9678 0.1309
C 2.0299 2.7831 -1.0040
C 2.8458 3.8924 -0.9836
C 3.5936 4.2340 0.1504
C 3.5100 3.4660 1.2899
C 2.6883 2.3405 1.2649
S 2.3551 1.2442 2.5546
H 1.4167 2.5746 -1.8637
H 2.8961 4.5225 -1.8625
H 4.2241 5.1133 0.1374
H 4.0589 3.7274 2.1850
N -4.0531 -1.6451 5.9773
C -3.7105 -1.2113 4.7050
C -3.0007 -2.0452 3.8388
C -2.6904 -1.6236 2.5602
C -3.0877 -0.3646 2.1299
C -3.8307 0.4598 2.9677
C -4.1291 0.0424 4.2486
S -2.7613 0.1345 0.4783
O -3.9901 0.6092 -0.0721
O -2.0859 -1.0195 -0.1600
N -1.5254 1.1658 0.3510
C -1.6906 2.5191 0.5388
N -0.7956 3.2953 -0.0789
C -0.8996 4.5991 0.1251
C -1.8906 5.1578 0.9153
C -2.7666 4.2613 1.5023
N -2.6744 2.9490 1.3370
H -3.4786 -2.3768 6.3614
H -4.2664 -0.9224 6.6445
H -2.6991 -3.0316 4.1719
H -2.1517 -2.2689 1.8808
H -4.1553 1.4246 2.6068
H -4.7042 0.6840 4.9056
H -0.1563 5.2177 -0.3696
H -1.9734 6.2234 1.0671
H -3.5737 4.6062 2.1409
C 2.3313 0.7229 -4.6188
C 1.2126 0.7408 -3.6346
N 1.3291 0.2463 -2.3871
O 2.5893 -0.2310 -2.0600
C -0.0665 1.2400 -3.8483
C -0.7346 1.6456 -5.1174
N -0.6888 1.2017 -2.6587
O -1.9374 0.8573 -2.2993
H 2.9648 -0.1474 -4.4624
H 2.9591 1.6123 -4.5228
H 1.9317 0.7013 -5.6322
H 2.3744 -0.9165 -1.3970
H -0.5073 0.9368 -5.9141
H -0.4327 2.6406 -5.4507
H -1.8130 1.6485 -4.9646
C -0.3457 -3.7805 -2.0527
C -0.1313 -2.3203 -1.8029
O -0.8212 -1.4816 -2.5360
N 0.6119 -1.7812 -0.8854
Te 1.7958 -3.3995 1.1326
C 2.7070 -4.4756 2.7567
C 2.1508 -4.4003 4.0348
C 0.8791 -3.6528 4.3473
C 2.7927 -5.0402 5.0942
C 3.9557 -5.7670 4.9136
C 4.6458 -6.4439 6.0653
C 4.4625 -5.8749 3.6225
C 3.8599 -5.2516 2.5386
C 4.4685 -5.4559 1.1767
C 3.5564 -2.3616 0.5838
C 4.2105 -1.5341 1.5130
C 3.8405 -1.4210 2.9676
C 5.3123 -0.8009 1.0810
C 5.7937 -0.8804 -0.2159
C 6.9877 -0.0766 -0.6501
C 5.1663 -1.7536 -1.0916
C 4.0602 -2.5084 -0.7187
C 3.4929 -3.4606 -1.7383
H -0.4710 -3.9648 -3.1188
H -1.2716 -4.0714 -1.5518
H 0.4700 -4.3784 -1.6548
H 0.2653 -3.4649 3.4676
H 1.0926 -2.6809 4.7981
H 0.2783 -4.2230 5.0571
H 2.3569 -4.9693 6.0857
H 4.0921 -6.3072 6.9932
H 5.6499 -6.0405 6.2081
H 4.7478 -7.5151 5.8849
H 5.3517 -6.4729 3.4513
H 5.1802 -6.2802 1.2021
H 4.9958 -4.5659 0.8330
H 3.7054 -5.6955 0.4328
H 2.7680 -1.4975 3.1376
H 4.1765 -0.4633 3.3626
H 4.3263 -2.2138 3.5417
H 5.8019 -0.1402 1.7888
H 7.0612 0.8528 -0.0862
H 6.9309 0.1686 -1.7102
H 7.9108 -0.6375 -0.4879
H 5.5453 -1.8556 -2.1027
H 4.2545 -3.7077 -2.4772
H 2.6433 -3.0249 -2.2619
H 3.1518 -4.3900 -1.2811

***

Entry 2:
90
Properties=species:S:1:pos:R:3 method="wB97M-V/def2-TZVPD" e_homo_ev=-6.6 homo_lumo_gap_ev=5.4406 max_force_ev_per_a=3.0
Sn 1.8385 -1.4456 -1.4133
C -2.4690 0.0497 0.6442
C -2.6622 -0.1363 -0.6748
C -2.9903 0.8887 -1.7191
C -1.8144 1.7015 -2.3263
C -0.7121 2.1437 -1.3986
C -0.8680 2.5565 -0.1333
C -2.1852 2.6623 0.5683
C -2.6461 1.3939 1.3343
C 2.5395 0.2731 -0.1668
H -2.3165 -0.8152 1.3183
H -2.5753 -1.1545 -1.0771
H -3.7306 1.5917 -1.3337
H -3.4838 0.3535 -2.5475
H -1.3974 1.1010 -3.1410
H -2.2437 2.5972 -2.8003
H 0.2936 2.1142 -1.8409
H -0.0047 2.8289 0.4949
H -2.9821 2.9768 -0.1131
H -2.0847 3.4723 1.3087
H -2.1165 1.3614 2.3031
H -3.7267 1.5122 1.5571
H 2.5828 -0.0368 0.8830
H 1.7646 1.0221 -0.3375
H 3.5023 0.6903 -0.4794
P 0.0676 -2.1308 -9.2501
P 1.9279 0.3526 -9.5766
C -0.6296 -0.5887 -9.8707
C 0.1986 0.4743 -10.0661
C -0.7195 -3.3551 -10.3956
C -1.8925 -3.0915 -11.1192
C -2.4651 -4.0938 -11.9114
C -1.8491 -5.3429 -12.0260
C -0.6396 -5.5856 -11.3598
C -0.0652 -4.5965 -10.5604
C -0.8755 -2.3094 -7.6865
C -0.5143 -1.4512 -6.6301
C -1.1989 -1.5073 -5.4151
C -2.2643 -2.4065 -5.2549
C -2.6218 -3.2608 -6.3067
C -1.9181 -3.2252 -7.5153
C 2.6788 1.0877 -11.1149
C 2.6103 0.3102 -12.2885
C 3.0257 0.8519 -13.5058
C 3.5210 2.1619 -13.5681
C 3.6121 2.9193 -12.3968
C 3.2081 2.3832 -11.1693
C 2.0459 1.7434 -8.3997
C 3.2032 1.8083 -7.5979
C 3.4117 2.9065 -6.7654
C 2.4590 3.9324 -6.6991
C 1.2882 3.8393 -7.4577
C 1.0657 2.7345 -8.2872
H -1.7042 -0.5366 -10.0519
H -0.1192 1.4014 -10.5582
H -2.3717 -2.1126 -11.0834
H -3.3995 -3.8921 -12.4380
H -2.3101 -6.1282 -12.6265
H -0.1463 -6.5516 -11.4618
H 0.8886 -4.7737 -10.0606
H 0.3194 -0.7613 -6.7624
H -0.9034 -0.8584 -4.5843
H -2.8220 -2.4327 -4.3157
H -3.4467 -3.9674 -6.1866
H -2.1676 -3.9210 -8.3150
H 2.2231 -0.7099 -12.2469
H 2.9736 0.2542 -14.4162
H 3.8328 2.5905 -14.5235
H 4.0050 3.9349 -12.4292
H 3.3020 2.9822 -10.2626
H 3.9269 0.9956 -7.6400
H 4.3175 2.9603 -6.1601
H 2.6307 4.7957 -6.0517
H 0.5361 4.6280 -7.3964
H 0.1324 2.6545 -8.8400
C 1.7025 -4.1382 -0.3131
C 1.3593 -3.3288 0.8685
C 1.2772 -3.8199 2.1944
C 0.8419 -2.7575 2.9888
C 0.6972 -1.6320 2.1347
C 0.2061 -0.3340 2.6301
N 1.0026 -2.0052 0.8365
H 2.7452 -3.9761 -0.6561
H 0.9967 -3.9982 -1.1533
H 1.6110 -5.2009 -0.0190
H 1.4831 -4.8512 2.4564
H 0.6236 -2.7321 4.0498
H -0.8902 -0.3669 2.7145
H 0.4767 0.5162 1.9993
H 0.5927 -0.1527 3.6497

***

Entry 3:
101
Properties=species:S:1:pos:R:3 method="wB97M-V/def2-TZVPD" e_homo_ev="-6.2 / -7.0" s2=6.01 homo_lumo_gap_ev="6.4937 / 6.0615" max_force_ev_per_a=0.9 multiplicity=5
Ir -0.1623 -0.6405 -0.1899
I -5.7638 -6.1293 -1.1615
C -4.2411 -4.7093 -1.2125
C -3.7322 -4.2804 -2.4320
C -2.7409 -3.3161 -2.4339
I -1.8876 -2.7551 -4.2559
C -2.2631 -2.7115 -1.2586
O -1.3966 -1.7117 -1.3677
C -2.7451 -3.2128 -0.0423
C -2.2784 -2.6796 1.2859
N -0.8425 -2.3799 1.3183
C -0.3591 -2.2303 2.6938
C 0.7915 -1.2679 2.8515
C 1.3430 -1.0213 4.1033
C 2.4177 -0.1589 4.2041
C 2.9178 0.4412 3.0551
C 2.2971 0.1672 1.8540
N 1.2559 -0.6653 1.7671
C -3.7292 -4.1985 -0.0353
H -4.0905 -4.6965 -3.3633
H -2.5219 -3.4247 2.0493
H -2.8124 -1.7642 1.5511
H -0.2799 -3.0870 0.8413
H -0.0485 -3.2000 3.0919
H -1.1802 -1.8717 3.3147
H 0.9328 -1.5110 4.9784
H 2.8645 0.0469 5.1694
H 3.7723 1.1039 3.0862
H 2.6216 0.6159 0.9215
H -4.0920 -4.5694 0.9164
C -1.8002 3.7282 -1.7537
As -1.2174 2.0921 -2.5734
C -1.1023 2.4688 -4.4476
C -2.6868 0.8765 -2.4137
S 0.6467 1.4784 -1.8422
H -2.6072 4.1776 -2.3311
H -0.9430 4.3940 -1.7078
H -2.1333 3.5076 -0.7426
H -2.0131 2.9594 -4.7880
H -0.9686 1.5250 -4.9713
H -0.2376 3.1032 -4.6191
H -3.5732 1.3729 -2.8078
H -2.8270 0.5987 -1.3722
H -2.4607 -0.0228 -2.9855
C -4.2912 2.0486 6.4693
C -3.7230 3.3379 5.8726
C -4.8956 4.2680 5.5286
C -2.8385 4.0082 6.9317
C -2.9080 3.0651 4.6012
C -2.2448 4.1225 3.9665
C -1.5127 3.9588 2.7918
C -1.4657 2.6900 2.2643
O -0.8317 2.2469 1.1216
B -1.0799 0.8722 1.0405
O -1.8925 0.4909 2.1376
C -2.1094 1.6399 2.8729
C -2.8348 1.7868 4.0342
H -4.8466 2.2854 7.3797
H -3.4988 1.3433 6.7351
H -4.9819 1.5526 5.7822
H -5.5073 4.4537 6.4160
H -5.5311 3.8173 4.7628
H -4.5442 5.2298 5.1497
H -3.4110 4.1767 7.8477
H -2.4570 4.9734 6.5936
H -1.9819 3.3749 7.1752
H -2.3027 5.1161 4.3949
H -0.9989 4.7880 2.3206
H -3.3191 0.9284 4.4803
C 2.8715 0.9871 -7.0806
C 3.4951 -0.1238 -6.2680
C 4.2214 -1.1170 -6.9164
C 4.7498 -2.1790 -6.1982
C 4.5623 -2.2592 -4.8304
C 3.8708 -1.2515 -4.1624
N 3.6341 -1.2912 -2.7751
C 4.3524 -2.0167 -1.8226
C 5.7345 -2.2049 -1.9316
C 6.4345 -2.9317 -0.9863
C 5.7743 -3.4920 0.1047
C 4.4117 -3.2850 0.2264
C 3.6965 -2.5449 -0.7153
C 2.2373 -2.3351 -0.4764
O 1.5786 -3.1765 0.1382
O 1.7846 -1.2021 -0.9242
C 3.3354 -0.1747 -4.8786
C 2.5869 0.8952 -4.1191
H 3.0055 0.7975 -8.1451
H 3.3170 1.9597 -6.8564
H 1.8001 1.0694 -6.8875
H 4.3634 -1.0600 -7.9897
H 5.2937 -2.9635 -6.7102
H 4.9241 -3.1183 -4.2832
H 2.7455 -0.9432 -2.4497
H 6.2586 -1.7520 -2.7617
H 7.5058 -3.0536 -1.0979
H 6.3124 -4.0742 0.8414
H 3.8615 -3.6982 1.0603
H 3.1334 1.1813 -3.2166
H 1.5995 0.5500 -3.7859
H 2.4331 1.7911 -4.7171

***

Entry 4:
107
Properties=species:S:1:pos:R:3 method="wB97M-V/def2-TZVPD" e_homo_ev=-9.6 homo_lumo_gap_ev=6.2586 max_force_ev_per_a=0.7 charge=+1
Ti -0.6648 0.0130 0.7994
C 2.8242 1.3706 -2.6015
N 1.7446 1.1386 -1.6279
P 0.1911 1.1980 -2.1899
C 0.0834 0.2038 -3.6638
C 0.3301 -1.1623 -3.5265
C 0.2700 -1.9910 -4.6300
C -0.0356 -1.4578 -5.8772
C -0.2699 -0.0997 -6.0193
C -0.2075 0.7369 -4.9140
C -0.3095 2.8625 -2.5737
C 0.5614 3.9462 -2.4860
C 0.0970 5.2253 -2.7464
C -1.2348 5.4196 -3.0892
C -2.1030 4.3400 -3.1818
C -1.6454 3.0571 -2.9299
P 2.0178 0.3374 -0.1039
C 2.9094 -1.1504 -0.6612
C 2.1975 -2.3480 -0.7223
C 2.7648 -3.4773 -1.2923
C 4.0598 -3.4280 -1.7912
C 4.7836 -2.2470 -1.7147
C 4.2102 -1.1101 -1.1600
C 3.2866 1.4581 0.5971
C 3.1408 2.8329 0.4077
C 4.0495 3.7275 0.9522
C 5.1269 3.2599 1.6895
C 5.2868 1.8955 1.8795
C 4.3721 1.0022 1.3442
H 3.1491 0.4352 -3.0599
H 3.6690 1.8455 -2.1034
H 2.4773 2.0380 -3.3915
H 0.5612 -1.5771 -2.5527
H 0.4578 -3.0512 -4.5217
H -0.0886 -2.1065 -6.7417
H -0.5046 0.3125 -6.9913
H -0.3898 1.7966 -5.0311
H 1.6010 3.7934 -2.2304
H 0.7723 6.0683 -2.6854
H -1.5975 6.4198 -3.2874
H -3.1411 4.4957 -3.4425
H -2.3255 2.2149 -2.9773
H 1.1973 -2.3929 -0.3134
H 2.1985 -4.3990 -1.3403
H 4.5049 -4.3084 -2.2362
H 5.7943 -2.2037 -2.0990
H 4.7807 -0.1911 -1.1259
H 2.3050 3.2087 -0.1615
H 3.9151 4.7901 0.7962
H 5.8373 3.9554 2.1166
H 6.1222 1.5209 2.4559
H 4.4919 -0.0540 1.5289
C 4.1300 -3.1118 1.9414
N 2.9395 -3.2931 2.7474
C 2.6209 -4.4683 3.3989
C 1.5446 -4.2042 4.1663
N 1.1980 -2.8801 3.9917
B 0.1280 -2.1486 4.8544
N -1.2891 -2.2273 4.1518
C -2.1331 -3.2979 4.3259
C -3.3411 -2.9777 3.8107
N -3.2324 -1.6979 3.3194
C -4.3583 -0.9440 2.7920
C -1.9746 -1.2565 3.5397
S -1.3492 0.3104 3.0966
C 2.0616 -2.3244 3.1196
S 2.1131 -0.6857 2.6419
H 4.9963 -3.4776 2.4907
H 4.2454 -2.0513 1.7459
H 4.0456 -3.6419 0.9956
H 3.1995 -5.3653 3.2689
H 1.0119 -4.8357 4.8542
H 0.4190 -1.0025 5.0155
H 0.0109 -2.7785 5.8750
H -1.8095 -4.1850 4.8395
H -4.2668 -3.5233 3.7656
H -4.6282 -1.3094 1.8030
H -4.0895 0.1037 2.7250
H -5.2028 -1.0634 3.4680
O -0.5914 -1.7431 0.8426
As -3.0233 -1.5159 -1.8296
O -2.8507 -0.5789 -3.1401
O -0.6790 0.6280 -1.0717
C -4.8215 -0.9955 -1.1948
C -5.9036 -1.7663 -1.6034
C -7.1963 -1.4229 -1.2256
C -7.4177 -0.3108 -0.4268
C -6.3468 0.4600 0.0033
C -5.0648 0.1064 -0.3868
S -3.7141 1.1177 0.1419
O -3.3044 1.9747 -0.9343
O -4.0950 1.7571 1.3713
O -2.6467 0.0350 0.3925
H -0.8357 -2.6153 1.1635
H -5.7493 -2.6398 -2.2285
H -8.0311 -2.0265 -1.5566
H -8.4234 -0.0447 -0.1310
H -6.4954 1.3208 0.6420
C -1.5192 3.5436 1.4710
S -0.0329 2.5437 1.2732
C 0.7616 2.7539 2.8780
H -1.2058 4.5590 1.7082
H -2.1596 3.1350 2.2482
H -2.0449 3.5298 0.5183
H 0.0398 2.6129 3.6786
H 1.1924 3.7525 2.9143
H 1.5445 2.0026 2.9656